A structure of composition C11H16O2S, computed with the ωB97M-V functional and the def2-TZVPD basis.

The geometry in XYZ format:
```
30
Properties=species:S:1:pos:R:3:lowdin_charge:R:1
C -1.423 -0.474 -1.191 -0.036
C -0.352 -0.217 -0.420 -0.287
C 1.120 -0.928 -2.368 -0.375
C 1.149 2.055 2.190 -0.276
C -1.060 -0.266 1.973 -0.092
C -0.489 0.414 0.929 -0.335
C -1.306 -0.961 -2.572 -0.195
C -0.041 -0.525 -3.231 -0.118
C 1.002 -0.426 -0.944 -0.267
C -1.371 0.305 3.303 -0.102
C 1.893 -1.343 -0.094 -0.039
O 2.067 -1.547 -2.759 0.112
O -1.004 3.041 1.478 -0.415
S 0.007 2.105 1.051 0.709
H -2.403 -0.100 -0.660 0.162
H 1.267 2.936 2.933 0.075
H 1.833 1.230 2.248 0.011
H -1.461 -1.242 1.626 0.134
H -1.422 -2.110 -2.605 0.150
H -2.198 -0.690 -3.233 0.138
H -0.005 0.489 -3.277 0.093
H 0.125 -0.886 -4.292 0.154
H 1.431 0.605 -1.090 0.150
H -0.396 0.188 3.834 0.092
H -2.065 -0.363 3.906 0.093
H -1.690 1.319 3.552 0.083
H 1.408 -2.307 0.141 0.095
H 2.265 -1.140 0.934 0.082
H 2.789 -1.566 -0.685 0.077
H 0.330 2.401 -0.676 0.126
```

Strongest force on any atom, eV/Å: 3.994
Energy above the lowest of the compared OMol25 structures with the same formula, charge and spin, kJ/mol: 396.4
Highest occupied orbital energy (alpha / beta), Ha: -0.3025 / -0.3025
E_tot, hartree: -977.1729

The ion C8H19N5O3P with charge +1, computed with the ωB97M-V functional and the def2-TZVPD basis.

The geometry in XYZ format:
```
36
Properties=species:S:1:pos:R:3:lowdin_charge:R:1
C 3.926 -0.551 1.649 -0.135
C 3.340 0.925 1.675 -0.237
C 2.373 1.317 0.467 -0.189
C 2.602 0.530 -0.887 -0.182
N 1.991 -0.826 -0.973 0.055
N 0.864 -0.980 -0.217 -0.163
N 0.894 -1.644 0.922 0.127
N -0.254 -1.713 1.619 0.171
C -1.154 -0.973 0.755 -0.116
C -2.646 -0.776 1.204 -0.112
C -3.749 -1.108 0.101 -0.233
C -4.487 0.253 -0.284 -0.117
N -0.432 -0.558 -0.384 0.018
P -1.079 0.333 -1.749 0.685
O -2.172 -0.426 -2.506 -0.270
O -1.701 1.841 -1.291 -0.136
O 0.101 0.689 -2.920 -0.152
H 4.322 -0.898 0.653 0.064
H 4.824 -0.551 2.355 0.086
H 3.209 -1.308 2.109 0.063
H 2.713 1.004 2.626 0.111
H 4.182 1.668 1.804 0.110
H 2.591 2.413 0.232 0.125
H 1.312 1.306 0.862 0.095
H 3.729 0.383 -0.989 0.133
H 2.322 1.229 -1.738 0.112
H 1.799 -1.103 -1.947 0.148
H -2.808 -1.500 2.070 0.135
H -2.767 0.258 1.670 0.142
H -3.384 -1.713 -0.774 0.098
H -4.533 -1.754 0.622 0.118
H -4.968 0.255 -1.301 0.085
H -3.777 1.134 -0.136 0.055
H -5.300 0.412 0.503 0.091
H -1.840 2.348 -2.125 0.112
H -0.044 0.086 -3.678 0.102
```

Strongest force on any atom, eV/Å: 7.488
Highest occupied orbital energy, Ha: -0.5234
E_tot, hartree: -1156.7329
Total charge: +1
SMILES string: CCCCNn1nnc(CCC)[n+]1P(=O)(O)O

A cluster of 2 separate species, C5H12N2O in total, computed with the ωB97M-V functional and the def2-TZVPD basis.

The geometry in XYZ format:
```
20
Properties=species:S:1:pos:R:3:mulliken_spin:R:1
O -1.589 -2.672 2.081 0.023
C -0.730 -2.173 1.282 0.008
N 0.404 1.470 -1.093 0.818
C 0.776 2.734 -1.725 -0.017
C -0.691 1.630 -0.196 -0.031
C 0.249 -1.261 1.652 0.026
C -0.606 -2.801 -0.097 -0.006
N 1.275 -0.861 0.683 0.037
H -0.015 2.991 -2.439 0.028
H 0.909 3.468 -0.918 0.024
H 1.700 2.569 -2.257 0.005
H -1.112 0.649 0.024 0.001
H -1.419 2.423 -0.439 0.028
H -0.428 2.037 0.811 0.063
H 0.057 -0.668 2.544 -0.004
H -1.431 -3.514 -0.151 0.001
H -0.746 -2.143 -0.963 0.002
H 0.358 -3.298 -0.175 0.000
H 2.051 -0.531 1.246 0.000
H 0.989 -0.051 0.127 -0.005
```

Expectation value of S²: 0.756
Strongest force on any atom, eV/Å: 1.579
Energy above the lowest of the compared OMol25 structures with the same formula, charge and spin, kJ/mol: 183.6
Spin multiplicity: 2
Highest occupied orbital energy (alpha / beta), Ha: -0.0645 / -0.0567
E_tot, hartree: -382.3621
Total charge: -1

A cluster of 14 separate species, C15H58N14O14 in total, computed with the ωB97M-V functional and the def2-TZVPD basis.

The geometry in XYZ format:
```
101
Properties=species:S:1:pos:R:3:lowdin_charge:R:1
C -1.744 -1.385 4.357 -0.081
C -1.531 0.028 4.039 -0.325
O -2.702 0.505 3.396 -0.102
H -2.700 -1.695 4.815 0.105
H -1.051 -1.612 5.068 0.032
H -1.473 -1.970 3.452 0.084
H -0.584 0.166 3.520 0.091
H -1.488 0.613 4.947 0.120
H -2.990 -0.202 2.796 0.093
C 2.107 3.193 -1.724 -0.622
O 3.070 3.270 -2.669 -0.098
N 1.507 4.222 -1.188 0.185
N 1.715 2.034 -1.298 0.147
H 1.794 5.141 -1.499 0.136
H 0.807 4.193 -0.419 0.073
H 1.988 1.238 -1.893 0.071
H 0.768 1.944 -0.887 0.111
C -1.382 3.726 1.608 -0.625
O -0.685 4.249 0.548 -0.134
N -1.601 2.474 1.765 0.198
N -1.745 4.537 2.570 0.171
H -1.326 1.899 0.916 0.094
H -2.094 2.004 2.542 0.090
H -1.423 5.526 2.570 0.146
H -2.316 4.226 3.296 0.086
C 0.592 -3.400 -2.624 -0.561
O 0.571 -4.162 -3.760 -0.082
N 1.300 -3.754 -1.545 0.138
N 0.016 -2.242 -2.499 0.116
H 1.689 -4.681 -1.710 0.150
H 1.865 -3.037 -1.205 0.056
H -0.551 -1.867 -3.342 0.064
H -0.577 -2.110 -1.677 0.095
C -0.210 -4.482 1.529 -0.557
O -0.427 -4.429 2.895 -0.118
N -0.417 -5.515 0.711 0.183
N 0.373 -3.451 0.888 0.133
H -0.762 -6.356 1.096 0.109
H -0.467 -5.416 -0.260 0.081
H 0.483 -2.591 1.406 0.061
H 0.801 -3.569 -0.050 0.039
C -1.064 0.008 -4.181 -0.565
O -0.026 0.763 -4.790 -0.129
N -1.357 -1.214 -4.462 0.162
N -1.718 0.528 -3.191 0.187
H -0.913 -1.557 -5.305 0.163
H -2.194 -1.626 -4.039 0.165
H -1.422 1.494 -2.998 0.071
H -2.663 0.279 -2.862 0.085
C 3.044 -0.622 -2.510 -0.601
O 3.287 -1.815 -1.855 -0.136
N 3.832 0.375 -2.618 0.199
N 1.784 -0.384 -2.878 0.124
H 4.783 0.198 -2.327 0.135
H 3.578 1.257 -3.068 0.106
H 1.104 -1.206 -2.718 0.046
H 1.420 0.212 -3.654 0.095
C 1.856 -0.840 3.826 -0.622
O 1.444 -1.697 2.872 -0.074
N 2.300 0.375 3.597 0.191
N 1.733 -1.042 5.104 0.181
H 2.401 0.693 2.623 0.073
H 2.342 1.078 4.304 0.105
H 1.419 -2.012 5.208 0.139
H 2.451 -0.823 5.680 0.075
C -3.847 -0.286 -0.814 -0.150
O -4.164 0.308 -2.044 -0.109
H -2.937 -0.913 -0.754 0.064
H -4.672 -0.805 -0.315 0.093
H -3.549 0.529 -0.156 0.080
H -4.937 0.824 -1.844 0.101
C -0.180 -0.024 0.359 -0.139
O -0.875 0.906 -0.408 -0.150
H 0.599 -0.550 -0.186 0.072
H -0.930 -0.767 0.723 0.090
H 0.306 0.396 1.239 0.072
H -1.174 0.565 -1.235 0.031
C -3.046 -3.784 -0.188 -0.097
O -1.910 -2.995 -0.539 -0.190
H -2.963 -3.770 0.851 0.067
H -2.808 -4.738 -0.668 0.088
H -4.013 -3.384 -0.446 0.073
H -1.188 -3.274 0.025 -0.011
C -1.504 3.554 -3.836 -0.119
O -1.085 3.168 -2.509 -0.150
H -1.479 4.645 -3.895 0.081
H -2.519 3.238 -4.082 0.082
H -0.812 3.164 -4.606 0.080
H -0.217 3.499 -2.252 0.043
C 3.639 -0.189 0.760 -0.123
O 3.056 1.137 0.770 -0.181
H 3.937 -0.568 1.704 0.058
H 4.503 -0.280 0.063 0.085
H 2.883 -0.900 0.463 0.052
H 2.540 1.214 -0.095 0.040
C 1.883 3.472 2.473 -0.202
O 2.948 3.821 1.676 -0.060
H 1.214 4.252 2.766 0.064
H 2.204 3.108 3.449 0.061
H 1.232 2.676 2.076 0.065
H 3.245 3.064 1.233 0.015
```

Strongest force on any atom, eV/Å: 8.960
Energy above the lowest of the compared OMol25 structures with the same formula, charge and spin, kJ/mol: 0.0
Highest occupied orbital energy, Ha: -0.3339
E_tot, hartree: -2426.1977

A structure of composition C23H17BrCl3CoF13GeN3O6S2Sb, computed with the ωB97M-V functional and the def2-TZVPD basis.

The geometry in XYZ format:
```
71
Properties=species:S:1:pos:R:3:mulliken_spin:R:1
Co 0.014 -1.160 0.127 -0.080
C 3.086 -1.645 -0.642 0.000
O 1.904 -0.806 -0.543 0.006
C 1.934 0.333 -1.306 -0.001
C 2.887 0.575 -2.272 0.001
C 2.808 1.759 -2.988 0.000
Br 4.078 2.085 -4.343 0.000
C 1.841 2.697 -2.721 0.001
C 0.891 2.470 -1.722 -0.002
C 0.920 1.249 -1.058 0.006
O -0.043 0.797 -0.118 0.065
C -0.031 3.583 -1.451 0.001
N -0.479 4.378 -2.379 0.000
C -1.204 5.344 -1.703 0.000
C -1.914 6.437 -2.203 0.000
C -2.547 7.258 -1.295 0.000
C -2.487 7.007 0.087 0.000
C -1.796 5.929 0.599 -0.002
C -1.159 5.104 -0.325 0.003
N -0.410 3.951 -0.190 -0.002
H 3.165 -2.041 -1.646 0.000
H 2.943 -2.454 0.064 0.000
H 3.946 -1.039 -0.365 0.000
H 3.655 -0.147 -2.500 0.000
H 1.799 3.634 -3.258 0.000
H -0.940 1.113 -0.341 -0.003
H -1.957 6.623 -3.268 0.000
H -3.105 8.115 -1.648 0.000
H -2.999 7.677 0.765 0.000
H -1.756 5.737 1.662 0.001
H -0.070 3.571 0.677 -0.001
F -4.451 -1.791 -0.442 0.000
C -4.409 -1.653 0.868 -0.004
F -5.196 -2.542 1.449 -0.001
F -4.805 -0.429 1.207 0.008
S -2.685 -1.905 1.478 -0.007
O -1.881 -1.028 0.572 -0.010
O -2.665 -1.516 2.861 0.024
N -2.513 -3.395 1.197 0.003
S -1.159 -4.152 0.914 0.000
O -0.514 -4.709 2.058 0.000
O -0.289 -3.250 0.115 0.001
C -1.974 -5.728 0.083 0.001
F -1.882 -5.850 -1.206 0.000
F -1.381 -6.735 0.695 0.000
F -3.247 -5.677 0.434 0.000
F -0.313 -1.500 -1.936 0.000
Sb -0.200 -3.099 -3.190 0.000
F 0.127 -4.886 -2.597 0.000
F -0.606 -3.982 -4.807 0.000
F -2.014 -3.155 -2.689 0.000
F 0.003 -1.630 -4.365 0.000
F 1.661 -2.986 -2.895 0.000
F 5.682 -2.897 2.975 0.000
C 4.447 -2.426 2.746 0.001
C 4.279 -1.062 2.580 0.000
C 3.005 -0.587 2.333 0.000
C 1.905 -1.451 2.266 0.027
C 0.570 -0.889 2.012 0.053
C 2.117 -2.817 2.463 0.000
C 3.391 -3.314 2.693 -0.001
H 5.136 -0.405 2.647 0.000
H 2.851 0.478 2.196 0.001
H 0.552 0.193 2.118 -0.031
H -0.241 -1.355 2.562 -0.023
H 1.286 -3.505 2.436 0.000
H 3.569 -4.370 2.838 0.000
Cl -0.960 2.580 3.590 0.128
Ge -2.650 1.405 2.858 0.595
Cl -3.247 2.243 0.955 0.125
Cl -4.268 1.643 4.231 0.117
```

Expectation value of S²: 0.753
Strongest force on any atom, eV/Å: 1.333
Energy above the lowest of the compared OMol25 structures with the same formula, charge and spin, kJ/mol: 177.0
Spin multiplicity: 2
Highest occupied orbital energy (alpha / beta), Ha: -0.3332 / -0.3332
E_tot, hartree: -11251.6736

A structure of composition C13H29N3O6SSr, computed with the ωB97M-V functional and the def2-TZVPD basis.

The geometry in XYZ format:
```
53
Properties=species:S:1:pos:R:3:lowdin_charge:R:1
Sr 0.006 -0.235 0.218 1.521
C -2.807 -1.096 1.647 -0.150
C -1.964 -2.355 1.696 -0.157
O -0.618 -1.944 1.866 -0.270
C 0.296 -3.015 2.034 -0.145
C 1.011 -3.307 0.714 -0.148
O 1.660 -2.139 0.232 -0.271
C 2.893 -1.853 0.874 -0.148
C 3.249 -0.406 0.568 -0.151
O 2.156 0.380 1.012 -0.304
C 2.386 1.775 1.042 -0.149
C 2.044 2.422 -0.298 -0.152
O 0.720 2.109 -0.708 -0.250
C -0.223 3.165 -0.601 -0.146
C -0.784 3.288 0.820 -0.154
O -1.358 2.068 1.250 -0.180
C -2.773 1.948 1.172 -0.142
C -3.139 0.787 0.242 -0.159
O -2.355 -0.349 0.532 -0.386
H -2.665 -0.536 2.579 0.147
H -3.865 -1.355 1.527 0.155
H -2.084 -2.913 0.757 0.143
H -2.283 -2.980 2.539 0.154
H -0.214 -3.910 2.402 0.149
H 1.017 -2.693 2.794 0.137
H 0.275 -3.564 -0.055 0.128
H 1.719 -4.133 0.836 0.152
H 3.680 -2.528 0.514 0.155
H 2.811 -1.967 1.958 0.137
H 3.413 -0.284 -0.507 0.128
H 4.163 -0.136 1.109 0.153
H 3.424 1.999 1.307 0.150
H 1.739 2.163 1.830 0.134
H 2.723 2.031 -1.065 0.130
H 2.184 3.503 -0.224 0.147
H -1.029 2.916 -1.298 0.139
H 0.223 4.117 -0.907 0.144
H -1.507 4.108 0.859 0.144
H 0.029 3.512 1.519 0.131
H -3.241 2.870 0.818 0.143
H -3.138 1.743 2.183 0.138
H -2.910 1.050 -0.796 0.128
H -4.207 0.553 0.327 0.150
N 1.466 -0.350 -2.559 0.012
N 0.493 -0.105 -3.541 -0.067
C -0.741 -0.616 -3.405 -0.841
N -1.606 -0.465 -4.407 0.123
S -1.207 -1.457 -2.028 0.682
H 2.285 0.216 -2.764 0.104
H 1.734 -1.340 -2.562 0.104
H 0.799 0.208 -4.458 0.167
H -1.364 -0.011 -5.274 0.126
H -2.516 -0.886 -4.321 0.111
```

Strongest force on any atom, eV/Å: 1.145
Energy above the lowest of the compared OMol25 structures with the same formula, charge and spin, kJ/mol: 50.2
Highest occupied orbital energy, Ha: -0.5368
E_tot, hartree: -1556.9047
Total charge: +2

Question: The lowest E_tot belongs to which entry?
Answer: C23H17BrCl3CoF13GeN3O6S2Sb

Please write out number 3 again, unchanged.
A cluster of 2 separate species, C5H12N2O in total, computed with the ωB97M-V functional and the def2-TZVPD basis.

The geometry in XYZ format:
```
20
Properties=species:S:1:pos:R:3:mulliken_spin:R:1
O -1.589 -2.672 2.081 0.023
C -0.730 -2.173 1.282 0.008
N 0.404 1.470 -1.093 0.818
C 0.776 2.734 -1.725 -0.017
C -0.691 1.630 -0.196 -0.031
C 0.249 -1.261 1.652 0.026
C -0.606 -2.801 -0.097 -0.006
N 1.275 -0.861 0.683 0.037
H -0.015 2.991 -2.439 0.028
H 0.909 3.468 -0.918 0.024
H 1.700 2.569 -2.257 0.005
H -1.112 0.649 0.024 0.001
H -1.419 2.423 -0.439 0.028
H -0.428 2.037 0.811 0.063
H 0.057 -0.668 2.544 -0.004
H -1.431 -3.514 -0.151 0.001
H -0.746 -2.143 -0.963 0.002
H 0.358 -3.298 -0.175 0.000
H 2.051 -0.531 1.246 0.000
H 0.989 -0.051 0.127 -0.005
```

Expectation value of S²: 0.756
Strongest force on any atom, eV/Å: 1.579
Energy above the lowest of the compared OMol25 structures with the same formula, charge and spin, kJ/mol: 183.6
Spin multiplicity: 2
Highest occupied orbital energy (alpha / beta), Ha: -0.0645 / -0.0567
E_tot, hartree: -382.3621
Total charge: -1

Please write out number 1 again, unchanged.
A structure of composition C11H16O2S, computed with the ωB97M-V functional and the def2-TZVPD basis.

The geometry in XYZ format:
```
30
Properties=species:S:1:pos:R:3:lowdin_charge:R:1
C -1.423 -0.474 -1.191 -0.036
C -0.352 -0.217 -0.420 -0.287
C 1.120 -0.928 -2.368 -0.375
C 1.149 2.055 2.190 -0.276
C -1.060 -0.266 1.973 -0.092
C -0.489 0.414 0.929 -0.335
C -1.306 -0.961 -2.572 -0.195
C -0.041 -0.525 -3.231 -0.118
C 1.002 -0.426 -0.944 -0.267
C -1.371 0.305 3.303 -0.102
C 1.893 -1.343 -0.094 -0.039
O 2.067 -1.547 -2.759 0.112
O -1.004 3.041 1.478 -0.415
S 0.007 2.105 1.051 0.709
H -2.403 -0.100 -0.660 0.162
H 1.267 2.936 2.933 0.075
H 1.833 1.230 2.248 0.011
H -1.461 -1.242 1.626 0.134
H -1.422 -2.110 -2.605 0.150
H -2.198 -0.690 -3.233 0.138
H -0.005 0.489 -3.277 0.093
H 0.125 -0.886 -4.292 0.154
H 1.431 0.605 -1.090 0.150
H -0.396 0.188 3.834 0.092
H -2.065 -0.363 3.906 0.093
H -1.690 1.319 3.552 0.083
H 1.408 -2.307 0.141 0.095
H 2.265 -1.140 0.934 0.082
H 2.789 -1.566 -0.685 0.077
H 0.330 2.401 -0.676 0.126
```

Strongest force on any atom, eV/Å: 3.994
Energy above the lowest of the compared OMol25 structures with the same formula, charge and spin, kJ/mol: 396.4
Highest occupied orbital energy (alpha / beta), Ha: -0.3025 / -0.3025
E_tot, hartree: -977.1729

Question: Which of these has the lowest E_tot?
Answer: C23H17BrCl3CoF13GeN3O6S2Sb